{"formula": "C4H14N3O", "method": "the ωB97M-V functional and the def2-TZVPD basis", "species": ["O", "N", "N", "N", "C", "C", "C", "C", "H", "H", "H", "H", "H", "H", "H", "H", "H", "H", "H", "H", "H", "H"], "coordinates": [[0.150, -1.870, -0.319], [-1.968, 1.850, -0.320], [0.377, -0.110, -2.454], [1.526, -0.366, 2.766], [-1.463, 0.746, -1.159], [0.475, -0.799, 1.814], [-0.048, 1.011, -1.649], [1.080, -1.514, 0.591], [-0.071, 1.941, -2.234], [-0.048, 0.075, 1.425], [1.294, 0.038, -2.841], [-2.413, 2.561, -0.878], [0.595, 1.185, -0.777], [-2.644, 1.509, 0.340], [1.124, 0.175, 3.528], [1.652, -2.394, 0.994], [1.913, -1.196, 3.207], [1.854, -0.822, 0.185], [-0.256, -1.473, 2.283], [-1.451, -0.178, -0.601], [0.399, -0.957, -1.845], [-2.077, 0.587, -2.057]], "homo_energy_ev": -2.80, "homo_lumo_gap_ha": 0.25212, "e_above_lowest_kj_mol": 16.2, "total_charge": -1, "total_energy_ha": -400.29406}

***

{"formula": "C2H5FNO", "method": "the ωB97M-V functional and the def2-TZVPD basis", "species": ["F", "O", "N", "C", "C", "H", "H", "H", "H", "H"], "coordinates": [[0.334, 1.838, 0.176], [2.044, -1.271, -0.078], [1.667, -0.028, -0.318], [0.626, 0.481, 0.372], [-1.501, -0.274, -0.108], [-1.866, -0.450, 0.992], [1.828, 0.165, -1.387], [-1.735, -1.153, -0.609], [-2.063, 0.450, -0.518], [0.665, 0.241, 1.479]], "homo_energy_ev": [0.62, -2.85], "homo_lumo_gap_ha": [0.15384, 0.25920], "multiplicity": 3, "e_above_lowest_kj_mol": 163.4, "total_charge": -1, "total_energy_ha": -308.81954}

***

{"formula": "C30H30AsI2N4O4Ti", "method": "the ωB97M-V functional and the def2-TZVPD basis", "species": ["I", "I", "As", "Ti", "O", "O", "O", "O", "N", "N", "N", "N", "C", "C", "C", "C", "C", "C", "C", "C", "C", "C", "C", "C", "C", "C", "C", "C", "C", "C", "C", "C", "C", "C", "C", "C", "C", "C", "C", "C", "C", "C", "H", "H", "H", "H", "H", "H", "H", "H", "H", "H", "H", "H", "H", "H", "H", "H", "H", "H", "H", "H", "H", "H", "H", "H", "H", "H", "H", "H", "H", "H"], "coordinates": [[0.669, 4.368, -1.173], [-3.221, 5.977, 3.053], [3.223, 0.382, 1.498], [-0.650, 0.152, 0.183], [0.506, 1.670, 0.603], [1.960, -0.290, 2.341], [0.371, -1.491, -0.028], [-2.068, 1.300, -0.254], [-0.313, 0.071, -1.823], [0.489, -1.013, -2.264], [-2.479, -1.249, 0.396], [-0.957, -0.086, 2.406], [-0.329, 3.913, 0.596], [-5.203, -0.851, 0.288], [-0.547, 1.138, 3.151], [-2.235, 2.601, -3.633], [4.840, -0.052, 2.428], [1.442, -3.068, -1.446], [-0.745, 0.850, -2.747], [2.654, -4.627, -2.812], [0.737, -1.774, -1.241], [-4.510, -0.629, 1.467], [3.281, 2.289, 1.400], [-4.523, -1.304, -0.829], [-1.655, 3.389, 2.960], [-1.864, 4.594, 2.303], [-3.155, -1.488, -0.726], [-0.166, 2.660, 1.187], [2.008, -3.409, -2.670], [-2.463, 1.990, -1.308], [-3.951, 3.601, -2.299], [1.524, -3.942, -0.371], [3.485, -0.267, -0.276], [2.167, -5.165, -0.518], [2.733, -5.507, -1.737], [-1.184, 4.870, 1.129], [-3.143, -0.849, 1.481], [-0.800, 2.439, 2.427], [-3.289, 3.484, -3.525], [-3.555, 2.855, -1.206], [-1.801, 1.842, -2.541], [-2.293, -0.637, 2.719], [-0.218, -0.773, 2.550], [4.310, 2.608, 1.568], [1.088, -3.653, 0.575], [-2.178, -1.597, 3.228], [-0.361, 0.693, -3.752], [4.834, 0.474, 3.381], [-4.785, 4.285, -2.201], [2.643, -0.001, -0.911], [-4.054, 2.938, -0.248], [5.718, 0.244, 1.853], [-6.268, -0.661, 0.237], [-1.043, 1.161, 4.125], [-5.028, -1.496, -1.765], [2.928, 2.628, 0.430], [-2.814, 0.034, 3.402], [-2.152, 3.185, 3.901], [3.236, -6.458, -1.853], [-3.602, 4.070, -4.378], [2.227, -5.847, 0.321], [4.397, 0.185, -0.669], [3.096, -4.893, -3.763], [0.523, 1.010, 3.299], [-1.724, 2.481, -4.583], [-2.567, -1.817, -1.576], [-5.014, -0.282, 2.359], [1.933, -2.715, -3.497], [3.592, -1.350, -0.236], [4.856, -1.124, 2.611], [-1.321, 5.814, 0.620], [2.629, 2.693, 2.172]], "homo_energy_ev": [-6.66, -7.73], "homo_lumo_gap_ha": [0.25551, 0.28820], "multiplicity": 2, "e_above_lowest_kj_mol": 89.8, "total_energy_ha": -5361.95708}

***

{"formula": "C3H9N6O", "method": "the ωB97M-V functional and the def2-TZVPD basis", "species": ["O", "N", "N", "N", "N", "N", "N", "C", "C", "C", "H", "H", "H", "H", "H", "H", "H", "H", "H"], "coordinates": [[-3.317, 0.390, 0.305], [1.309, 1.622, 0.175], [-0.987, 0.592, -0.367], [-0.326, -0.528, -1.060], [4.235, -0.550, 0.326], [2.069, 0.435, 0.532], [-1.697, -1.324, 0.411], [-0.780, -1.572, -0.516], [3.175, -0.036, 0.211], [-1.963, 0.023, 0.572], [-1.830, 0.338, 1.585], [-0.505, -2.532, -0.895], [-0.035, 1.113, -0.004], [-3.520, 0.000, -0.513], [4.539, -1.361, -0.140], [1.782, 2.486, 0.479], [-1.208, 1.087, -1.242], [1.301, 1.749, -0.846], [-2.242, -1.932, 0.988]], "homo_energy_ev": -13.52, "homo_lumo_gap_ha": 0.38736, "e_above_lowest_kj_mol": 327.0, "total_charge": 1, "total_energy_ha": -523.11641}

***

{"formula": "C4H10N2S", "method": "the ωB97M-V functional and the def2-TZVPD basis", "species": ["S", "N", "N", "C", "C", "C", "C", "H", "H", "H", "H", "H", "H", "H", "H", "H", "H"], "coordinates": [[1.214, -0.574, 0.060], [1.437, -1.520, -1.184], [2.556, -0.797, 1.052], [1.227, 2.109, -0.366], [1.873, 0.961, -0.497], [-2.701, -0.876, -0.670], [-1.996, -0.193, 0.166], [1.562, 2.871, -0.937], [-2.364, 0.752, 0.549], [-2.396, -1.889, -1.035], [3.500, -0.478, 0.721], [-3.771, -0.733, -0.579], [2.604, -1.382, 1.780], [2.932, 0.905, -0.789], [0.113, 2.130, -0.198], [0.526, -2.107, -1.181], [-0.935, -0.175, 0.116]], "homo_energy_ev": -8.73, "homo_lumo_gap_ha": 0.35148, "e_above_lowest_kj_mol": 477.3, "total_energy_ha": -665.92116}

***

{"formula": "C8H14N2Si", "method": "the ωB97M-V functional and the def2-TZVPD basis", "species": ["Si", "N", "N", "C", "C", "C", "C", "C", "C", "C", "C", "H", "H", "H", "H", "H", "H", "H", "H", "H", "H", "H", "H", "H", "H"], "coordinates": [[-1.315, 0.323, -0.497], [1.698, -0.721, -1.925], [3.118, 2.780, 0.318], [3.319, -1.180, 1.223], [1.827, -0.129, -0.951], [2.155, -0.316, 1.497], [1.791, 0.592, 0.329], [-3.036, 0.445, 0.393], [2.561, 1.769, 0.214], [-0.078, 1.306, 0.679], [-1.201, 0.979, -2.260], [3.028, -2.042, 0.485], [-3.791, -0.397, 0.144], [1.250, -1.051, 1.503], [-3.337, 1.443, -0.174], [-0.164, 1.232, 1.835], [3.733, -1.677, 2.048], [0.038, 2.374, 0.525], [4.015, -0.654, 0.778], [-1.645, 0.270, -2.921], [-1.640, 1.996, -2.338], [-1.048, -1.130, -0.763], [2.226, 0.220, 2.478], [-2.972, 0.729, 1.481], [-0.138, 1.000, -2.483]], "homo_energy_ev": -10.19, "homo_lumo_gap_ha": 0.37716, "e_above_lowest_kj_mol": 272.7, "total_energy_ha": -712.12558}

***

{"formula": "C4H14N3", "method": "the ωB97M-V functional and the def2-TZVPD basis", "species": ["N", "N", "N", "C", "C", "C", "C", "H", "H", "H", "H", "H", "H", "H", "H", "H", "H", "H", "H", "H", "H"], "coordinates": [[1.406, 0.047, 1.091], [1.323, -0.347, -1.187], [1.872, 1.742, -0.431], [1.431, 0.488, -0.167], [-2.539, -0.170, 0.818], [1.196, 0.015, -2.605], [-2.005, -1.135, 1.909], [-2.886, -1.528, 2.411], [-3.290, -0.624, 0.156], [-1.716, 0.127, 0.140], [1.370, -0.910, 1.406], [1.588, 2.265, -1.241], [1.733, -0.623, -3.326], [1.212, 0.722, 1.816], [0.089, -0.019, -2.750], [2.225, 2.227, 0.377], [-1.378, -1.981, 1.608], [-2.955, 0.695, 1.310], [0.949, -1.270, -1.001], [-1.326, -0.634, 2.619], [1.702, 0.914, -2.953]], "homo_energy_ev": -14.91, "homo_lumo_gap_ha": 0.43311, "e_above_lowest_kj_mol": 68.7, "total_charge": 1, "total_energy_ha": -324.83868}

***

{"formula": "C10H5NO5Tl", "method": "the ωB97M-V functional and the def2-TZVPD basis", "species": ["Tl", "O", "O", "O", "O", "O", "N", "C", "C", "C", "C", "C", "C", "C", "C", "C", "C", "H", "H", "H", "H", "H"], "coordinates": [[-1.125, 1.247, 0.083], [-3.196, 3.496, 0.249], [1.101, 3.255, 0.702], [-3.371, -0.785, -0.362], [-0.677, 1.796, -3.883], [-1.459, 0.840, 3.030], [0.362, -0.379, 0.011], [1.931, -1.738, 1.240], [-1.330, 0.997, 1.890], [1.507, -2.177, -1.087], [0.596, -1.112, -1.116], [-0.803, 1.641, -2.766], [2.169, -2.494, 0.101], [-2.414, 2.656, 0.147], [-2.523, -0.016, -0.234], [1.029, -0.678, 1.172], [0.269, 2.506, 0.430], [2.864, -3.323, 0.144], [0.075, -0.885, -2.028], [2.429, -1.969, 2.173], [1.695, -2.765, -1.977], [0.869, -0.114, 2.083]], "homo_energy_ev": -20.87, "homo_lumo_gap_ha": 0.24284, "total_charge": 3, "total_energy_ha": -985.85737}